[1]
Here is one molecule with the formula C2H3NOS at a distorted geometry from the Open Molecules 2025 dataset. Energies are from ωB97M-V/def2-TZVPD.

```
8
Properties=species:S:1:pos:R:3:forces:R:3
O -0.329825 1.371984 1.485451 0.25 -1.42 -1.13
C -0.880198 0.655889 0.674386 0.78 0.70 -0.32
N -0.370887 -0.238852 -0.298540 4.01 0.99 1.91
C 1.034449 -0.441402 -0.408121 -0.39 0.70 -0.88
S 1.759064 -1.412086 -1.534860 -0.85 0.81 1.45
H -1.896740 0.775540 0.440302 -2.06 0.03 0.23
H -0.890320 -1.012680 -0.590258 -1.43 -0.93 -0.75
H 1.574457 0.301608 0.231640 -0.31 -0.88 -0.51
```
Forces are in eV/Å.

Its LUMO energy is -0.56 eV. As for the SMILES: O=CNC=S. The value obtained for the max |F| is 4.5 eV/Å. The energy above the lowest of the compared OMol25 structures with the same formula, charge and spin comes out at 11.1 kcal per mole.

From a Mulliken analysis of the wavefunction, the atomic charges in e read:
1. O -0.4662
2. C 0.0761
3. N -0.1377
4. C -0.1428
5. S -0.2359
6. H 0.3678
7. H 0.2543
8. H 0.2844

[2]
Here is one molecule with the formula C2H3NOS at a distorted geometry from the Open Molecules 2025 dataset. Energies are from ωB97M-V/def2-TZVPD.

```
8
Properties=species:S:1:pos:R:3:forces:R:3
O -2.328702 -0.486230 -0.160078 1.19 0.24 0.47
C -1.300134 0.079571 0.103908 0.56 2.33 0.39
N -0.003011 -0.478601 0.060769 -1.44 0.51 -0.02
C 1.165453 0.181580 -0.101611 -0.28 3.31 -1.36
S 2.679174 -0.346543 -0.021428 0.16 -0.54 0.17
H -1.184075 1.189002 0.485299 -0.69 -1.63 -0.87
H -0.050135 -1.456242 0.120745 0.60 -1.68 -0.02
H 1.021432 1.317462 -0.487604 -0.08 -2.53 1.25
```
Forces are in eV/Å.

Its LUMO energy is -0.30 eV. As for the SMILES: O=CNC=S. The value obtained for the max |F| is 3.6 eV/Å. The energy above the lowest of the compared OMol25 structures with the same formula, charge and spin comes out at 12.0 kcal per mole.

From a Mulliken analysis of the wavefunction, the atomic charges in e read:
1. O -0.4654
2. C 0.1467
3. N -0.1018
4. C 0.0350
5. S -0.2823
6. H 0.2317
7. H 0.2418
8. H 0.1942

[3]
Here is one molecule with the formula C2H3NOS at a distorted geometry from the Open Molecules 2025 dataset. Energies are from ωB97M-V/def2-TZVPD.

```
8
Properties=species:S:1:pos:R:3:forces:R:3
C -1.181970 0.287693 -0.330874 2.21 2.43 -1.46
N -0.490395 1.188097 -0.971321 -2.13 -1.19 0.69
S 1.155944 0.911198 -0.793968 0.45 -0.09 0.24
C 0.872408 -0.417919 0.430175 0.02 -0.81 -0.21
O -0.528305 -0.627065 0.370376 -0.84 -1.03 0.78
H -2.252629 0.239806 -0.316106 -0.26 -0.04 -0.03
H 1.128299 -0.193040 1.463502 0.20 0.30 -0.02
H 1.296648 -1.388769 0.148216 0.36 0.42 0.00
```
Forces are in eV/Å.

Its LUMO energy is 0.87 eV. As for the SMILES: C1=NSCO1. The value obtained for the max |F| is 3.6 eV/Å. The energy above the lowest of the compared OMol25 structures with the same formula, charge and spin comes out at 21.6 kcal per mole.

From a Mulliken analysis of the wavefunction, the atomic charges in e read:
1. C 0.1440
2. N -0.4167
3. S -0.0163
4. C -0.2566
5. O -0.3411
6. H 0.3792
7. H 0.2668
8. H 0.2407

[4]
Here is one molecule with the formula C2H3NOS at a distorted geometry from the Open Molecules 2025 dataset. Energies are from ωB97M-V/def2-TZVPD.

```
8
Properties=species:S:1:pos:R:3:forces:R:3
O -0.333807 1.560940 0.244774 0.50 2.00 -0.91
N -0.925835 0.522864 0.842239 -0.55 -0.87 1.37
C -0.400978 -0.530819 0.393485 0.83 -1.42 -0.15
C 0.619591 -0.569003 -0.625703 2.91 -1.57 -2.50
S 0.659550 -1.972502 -1.588570 0.12 2.58 1.42
H -0.601500 2.348552 0.722355 -0.30 0.07 0.12
H -0.526154 -1.560843 0.729894 -1.27 0.61 0.46
H 1.509134 0.200811 -0.718474 -2.24 -1.40 0.18
```
Forces are in eV/Å.

Its LUMO energy is -1.16 eV. As for the SMILES: O/N=C\C=S. The value obtained for the max |F| is 4.1 eV/Å. The energy above the lowest of the compared OMol25 structures with the same formula, charge and spin comes out at 70.8 kcal per mole.

From a Mulliken analysis of the wavefunction, the atomic charges in e read:
1. O -0.3347
2. N -0.4236
3. C 0.0991
4. C -0.1545
5. S -0.1714
6. H 0.3518
7. H 0.3508
8. H 0.2824

Calculated HOMO energy (eV), listed in the same order as above: -9.2, -9.1, -8.3, -9.0